{
  "formula": "C62H145O38P7S5",
  "method": "wB97M-V/def2-TZVPD",
  "lumo_energy_ev": 0.2487,
  "de_lowest_kcal_mol": 23.50,
  "orbital_gap_ha": 0.357,
  "largest_force_ev_per_a": 5.8,
  "molar_mass_g_mol": 1876.0,
  "total_energy_ev": -263661.2537,
  "smiles": "CCOP(=O)(OCC)OCC.CCOP(=O)(OCC)OCC.CCOP(=O)(OCC)OCC.CCOP(=O)(OCC)OCC.CCOP(=O)(OCC)OCC.CCOP(=O)(OCC)OCC.CCOP(=O)(OCC)OCC.O=S1(=O)CCCC1.O=S1(=O)CCCC1.O=S1(=O)CCCC1.O=S1(=O)CCCC1.O=S1(=O)CCCC1",
  "elements": ["C", "C", "C", "S", "O", "O", "C", "H", "H", "H", "H", "H", "H", "H", "H", "C", "C", "C", "S", "O", "O", "C", "H", "H", "H", "H", "H", "H", "H", "H", "C", "C", "C", "S", "O", "O", "C", "H", "H", "H", "H", "H", "H", "H", "H", "C", "C", "C", "S", "O", "O", "C", "H", "H", "H", "H", "H", "H", "H", "H", "C", "C", "C", "S", "O", "O", "C", "H", "H", "H", "H", "H", "H", "H", "H", "C", "C", "O", "P", "O", "O", "C", "C", "O", "C", "C", "H", "H", "H", "H", "H", "H", "H", "H", "H", "H", "H", "H", "H", "H", "H", "C", "C", "O", "P", "O", "O", "C", "C", "O", "C", "C", "H", "H", "H", "H", "H", "H", "H", "H", "H", "H", "H", "H", "H", "H", "H", "C", "C", "O", "P", "O", "O", "C", "C", "O", "C", "C", "H", "H", "H", "H", "H", "H", "H", "H", "H", "H", "H", "H", "H", "H", "H", "C", "C", "O", "P", "O", "O", "C", "C", "O", "C", "C", "H", "H", "H", "H", "H", "H", "H", "H", "H", "H", "H", "H", "H", "H", "H", "C", "C", "O", "P", "O", "O", "C", "C", "O", "C", "C", "H", "H", "H", "H", "H", "H", "H", "H", "H", "H", "H", "H", "H", "H", "H", "C", "C", "O", "P", "O", "O", "C", "C", "O", "C", "C", "H", "H", "H", "H", "H", "H", "H", "H", "H", "H", "H", "H", "H", "H", "H", "C", "C", "O", "P", "O", "O", "C", "C", "O", "C", "C", "H", "H", "H", "H", "H", "H", "H", "H", "H", "H", "H", "H", "H", "H", "H"],
  "xyz": [[0.249, -0.831, 0.006], [-1.134, -0.201, -0.258], [-0.998, 1.246, 0.084], [-0.067, 1.166, 1.720], [-1.088, 1.115, 2.798], [1.039, 2.080, 1.695], [0.617, -0.535, 1.444], [0.933, -0.343, -0.689], [0.243, -1.902, -0.198], [-1.933, -0.686, 0.303], [-1.473, -0.400, -1.274], [-1.997, 1.662, 0.216], [-0.398, 1.780, -0.653], [0.059, -1.202, 2.101], [1.655, -0.369, 1.732], [1.770, 2.209, 6.479], [3.001, 2.549, 5.677], [3.938, 1.346, 5.686], [2.804, -0.096, 5.375], [2.990, -1.169, 6.325], [2.709, -0.310, 3.928], [1.252, 0.919, 5.768], [1.064, 3.035, 6.396], [1.843, 1.989, 7.544], [3.280, 3.526, 6.072], [2.721, 2.717, 4.637], [4.305, 1.207, 6.703], [4.853, 1.297, 5.095], [0.772, 0.225, 6.458], [0.752, 1.051, 4.809], [-2.078, -3.235, 1.831], [-2.208, -4.443, 2.703], [-1.332, -4.256, 3.949], [-1.741, -2.443, 4.445], [-0.430, -1.807, 4.720], [-2.787, -2.388, 5.436], [-2.488, -2.028, 2.769], [-2.832, -3.197, 1.045], [-1.113, -3.137, 1.334], [-2.084, -5.423, 2.243], [-3.258, -4.633, 2.925], [-0.259, -4.309, 3.761], [-1.551, -4.903, 4.798], [-2.248, -0.976, 2.611], [-3.567, -1.947, 2.902], [6.164, -0.327, 1.622], [4.685, 0.064, 1.661], [4.479, 1.278, 0.742], [6.034, 2.316, 1.033], [5.676, 3.345, 2.021], [6.613, 2.808, -0.240], [7.092, 0.904, 1.682], [6.328, -0.991, 0.774], [6.399, -1.071, 2.383], [4.414, 0.407, 2.660], [4.103, -0.835, 1.454], [3.618, 1.937, 0.851], [4.600, 0.986, -0.302], [7.437, 1.155, 2.684], [8.056, 0.885, 1.175], [4.383, -4.598, 3.456], [4.588, -5.529, 2.203], [3.423, -5.248, 1.193], [2.789, -3.568, 1.536], [1.489, -3.550, 2.271], [3.070, -2.632, 0.355], [4.077, -3.236, 2.832], [5.218, -4.583, 4.156], [3.491, -4.832, 4.037], [4.464, -6.536, 2.600], [5.557, -5.357, 1.733], [2.480, -5.789, 1.118], [3.930, -5.179, 0.230], [3.739, -2.520, 3.581], [5.008, -2.889, 2.385], [2.104, -8.727, -0.583], [0.771, -9.559, -0.664], [-0.077, -8.724, 0.038], [-1.556, -8.408, -0.516], [-2.561, -8.068, 0.568], [-1.357, -7.240, -1.631], [-1.258, -5.890, -1.367], [-0.027, -5.572, -0.473], [-1.989, -9.736, -1.348], [-3.273, -9.822, -2.055], [-2.934, -10.525, -3.386], [2.244, -8.404, 0.449], [2.995, -9.280, -0.883], [2.042, -7.796, -1.146], [0.394, -9.932, -1.616], [0.822, -10.408, 0.017], [-0.936, -5.325, -2.242], [-2.167, -5.453, -0.953], [0.869, -5.896, -1.002], [0.111, -4.496, -0.369], [-0.064, -5.925, 0.558], [-3.889, -10.477, -1.439], [-3.743, -8.839, -2.062], [-3.759, -10.459, -4.096], [-2.131, -10.060, -3.958], [-2.643, -11.557, -3.191], [-4.225, 2.241, 4.381], [-3.615, 3.218, 5.444], [-4.580, 4.070, 5.967], [-4.157, 5.656, 6.099], [-5.114, 6.384, 6.938], [-2.651, 5.572, 6.723], [-2.538, 5.284, 8.106], [-1.337, 4.310, 8.185], [-3.951, 6.094, 4.505], [-3.588, 7.372, 4.224], [-4.746, 8.321, 4.384], [-3.568, 1.549, 3.854], [-4.975, 1.671, 4.929], [-4.667, 2.787, 3.547], [-3.137, 2.786, 6.323], [-2.729, 3.785, 5.159], [-2.236, 6.191, 8.630], [-3.390, 4.880, 8.653], [-1.260, 3.990, 9.225], [-1.539, 3.444, 7.555], [-0.376, 4.814, 8.090], [-2.659, 7.728, 4.668], [-3.283, 7.230, 3.188], [-5.608, 7.903, 3.864], [-4.967, 8.388, 5.450], [-4.559, 9.290, 3.922], [-3.654, -5.376, -6.001], [-3.952, -4.211, -5.054], [-3.127, -4.156, -3.909], [-2.887, -2.797, -3.164], [-1.991, -2.804, -1.979], [-4.361, -2.278, -2.760], [-4.508, -1.152, -1.911], [-4.349, 0.045, -2.778], [-2.479, -1.863, -4.476], [-1.194, -1.366, -4.685], [-0.447, -2.318, -5.619], [-3.775, -6.337, -5.500], [-4.245, -5.417, -6.916], [-2.641, -5.256, -6.386], [-4.035, -3.238, -5.538], [-4.966, -4.289, -4.662], [-5.540, -1.172, -1.562], [-3.887, -1.074, -1.019], [-4.907, 0.041, -3.715], [-4.840, 0.883, -2.284], [-3.315, 0.391, -2.770], [-1.291, -0.374, -5.128], [-0.750, -1.148, -3.714], [-1.108, -2.723, -6.385], [0.336, -1.752, -6.123], [0.000, -3.205, -5.169], [6.760, -4.627, -5.777], [5.717, -5.571, -5.105], [4.917, -4.778, -4.187], [3.588, -5.461, -3.534], [3.728, -6.021, -2.191], [3.075, -6.503, -4.713], [1.906, -7.206, -4.588], [2.172, -8.684, -4.092], [2.510, -4.275, -3.610], [2.748, -3.227, -2.703], [3.124, -1.902, -3.333], [7.231, -5.278, -6.513], [6.410, -3.715, -6.261], [7.603, -4.328, -5.153], [5.136, -6.141, -5.830], [6.239, -6.323, -4.514], [1.256, -6.653, -3.911], [1.357, -7.152, -5.528], [2.864, -9.129, -4.808], [2.657, -8.825, -3.126], [1.245, -9.255, -4.049], [1.783, -3.173, -2.199], [3.485, -3.370, -1.912], [3.063, -1.091, -2.608], [4.093, -1.794, -3.821], [2.483, -1.545, -4.139], [-5.323, 6.149, 0.526], [-5.428, 5.145, -0.615], [-5.776, 5.901, -1.754], [-5.652, 5.099, -3.177], [-6.536, 3.916, -3.315], [-5.940, 6.357, -4.189], [-5.777, 6.415, -5.590], [-4.485, 5.843, -6.084], [-4.022, 4.750, -3.341], [-3.465, 3.449, -2.994], [-2.168, 3.824, -2.150], [-4.332, 6.596, 0.440], [-6.033, 6.973, 0.457], [-5.388, 5.869, 1.578], [-4.473, 4.622, -0.680], [-6.269, 4.473, -0.445], [-6.629, 6.010, -6.136], [-5.828, 7.483, -5.799], [-4.513, 4.756, -6.153], [-4.193, 6.265, -7.046], [-3.790, 6.141, -5.299], [-4.233, 2.843, -2.512], [-3.240, 2.896, -3.906], [-1.582, 4.626, -2.599], [-2.404, 4.231, -1.167], [-1.511, 2.970, -1.993], [4.396, 6.667, 1.853], [3.351, 6.331, 2.854], [2.212, 7.092, 2.434], [0.787, 6.779, 3.194], [-0.244, 7.852, 3.276], [0.265, 5.511, 2.370], [-0.969, 4.810, 2.756], [-1.846, 4.572, 1.538], [1.187, 6.143, 4.620], [0.620, 6.700, 5.816], [1.564, 6.381, 7.010], [4.190, 6.170, 0.905], [4.434, 7.755, 1.790], [5.454, 6.549, 2.087], [3.050, 5.289, 2.752], [3.455, 6.683, 3.880], [-0.613, 3.904, 3.247], [-1.484, 5.476, 3.449], [-2.103, 5.536, 1.100], [-1.258, 3.999, 0.822], [-2.799, 4.047, 1.600], [0.523, 7.773, 5.651], [-0.366, 6.290, 6.035], [1.790, 5.315, 7.000], [2.417, 7.059, 7.006], [1.027, 6.566, 7.940], [-0.801, 4.317, -6.507], [-0.598, 3.262, -5.401], [0.727, 3.443, -4.884], [1.312, 2.238, -4.008], [0.345, 1.270, -3.417], [2.259, 2.970, -2.851], [1.787, 3.255, -1.545], [2.829, 4.235, -0.965], [2.407, 1.434, -4.949], [2.125, 1.187, -6.313], [3.034, 0.110, -6.838], [-1.780, 4.057, -6.908], [-0.855, 5.282, -6.003], [-0.087, 4.392, -7.327], [-1.337, 3.445, -4.622], [-0.856, 2.278, -5.794], [0.808, 3.725, -1.637], [1.766, 2.339, -0.956], [2.536, 4.308, 0.083], [3.889, 4.001, -1.064], [2.554, 5.208, -1.373], [1.104, 0.805, -6.324], [2.070, 1.973, -7.066], [3.074, -0.733, -6.149], [2.642, -0.294, -7.771], [4.042, 0.471, -7.041]]
}